Density functional theory data (ωB97M-V with the def2-TZVPD basis set) for a cluster of 2 separate species, C9H16Cl2N in total at a distorted geometry.

Each line ends with the Mulliken charge.
Positions of all 28 atoms, in Å:
1 Cl 1.925 2.411 0.355  -0.108
2 Cl -0.626 1.526 -1.599  -0.079
3 N -2.615 -1.107 -0.802  -0.116
4 C -3.209 -1.033 0.524  -0.337
5 C 3.851 -1.516 -0.550  -1.132
6 C -2.678 2.199 0.442  -1.248
7 C -1.711 -1.232 0.433  -0.231
8 C 1.678 -0.156 -0.390  -0.272
9 C 3.116 -0.286 0.004  -0.644
10 C 1.008 0.889 0.426  0.104
11 C -0.356 1.316 -0.005  0.013
12 C -1.403 1.828 0.772  0.219
13 H 3.436 -2.427 -0.067  0.288
14 H -1.116 -2.194 0.518  0.313
15 H 0.854 0.647 1.436  0.513
16 H -3.259 2.680 1.209  0.340
17 H 3.681 0.643 -0.159  0.407
18 H -2.612 -0.305 -1.419  0.249
19 H 3.079 -0.274 1.164  0.321
20 H -3.664 -0.011 0.752  0.175
21 H -3.831 -1.875 0.716  0.313
22 H 3.610 -1.475 -1.612  0.321
23 H -2.606 -1.972 -1.355  0.307
24 H -0.953 1.968 1.752  0.303
25 H 1.411 0.072 -1.562  0.381
26 H 4.872 -1.298 -0.105  0.335
27 H 1.211 -1.244 -0.266  -0.036
28 H -3.095 2.225 -0.610  0.298

Its total energy is -1327.19308 a.u. As for the net charge: +1. The lowest unoccupied orbital energy (alpha / beta) comes out at -5.07 / -5.62 eV. The calculation puts the maximum force at 0.0817 hartree/bohr. The energy above the lowest of the compared OMol25 structures with the same formula, charge and spin comes out at 4.587 eV. As for the gap between HOMO and LUMO (alpha / beta): 8.37 / 6.13 eV.



Density functional theory data (ωB97M-V with the def2-TZVPD basis set) for a cluster of 2 separate species, C8H12O3 in total at a distorted geometry.

Each line ends with the Mulliken charge.
Positions of all 23 atoms, in Å:
1 O 0.232 1.396 -3.798  -0.338
2 O -0.852 -1.480 2.339  -0.365
3 O -1.369 0.317 1.057  -0.507
4 C -0.035 -0.531 4.166  -0.236
5 C 0.770 1.000 -2.618  -0.064
6 C -1.051 0.877 -4.087  -0.718
7 C -0.415 -1.681 3.621  -0.383
8 C -0.944 -0.189 2.019  0.423
9 C 0.400 0.000 -1.789  0.061
10 C 1.399 -0.591 -0.821  -1.303
11 C -0.140 0.455 3.119  -0.231
12 H -0.442 -2.712 3.916  0.439
13 H -0.680 1.405 3.426  0.299
14 H -1.356 1.384 -5.016  0.212
15 H -0.631 -0.363 -1.732  0.287
16 H -1.752 1.106 -3.271  0.302
17 H 0.812 0.761 2.653  0.185
18 H -0.966 -0.212 -4.183  0.312
19 H 0.350 -0.316 5.150  0.369
20 H 0.975 -1.477 -0.333  0.268
21 H 1.700 1.526 -2.431  0.355
22 H 2.347 -0.845 -1.320  0.413
23 H 1.650 0.170 -0.067  0.217

Its total energy is -537.66650 a.u. As for the structure (SMILES): O=C1CC=CO1.C/C=C/OC. The lowest unoccupied orbital energy comes out at 0.82 eV. The calculation puts the maximum force at 0.0772 hartree/bohr. The energy above the lowest of the compared OMol25 structures with the same formula, charge and spin comes out at 2.539 eV. As for the gap between HOMO and LUMO: 8.91 eV.



Density functional theory data (ωB97M-V with the def2-TZVPD basis set) for the ion C4H6NO2 with charge +1 at a distorted geometry.

Each line ends with the Mulliken charge.
Positions of all 13 atoms, in Å:
1 O -1.158 2.388 0.047  -0.233
2 O 2.352 -0.545 -1.286  -0.431
3 N -0.374 -0.992 0.700  -0.075
4 C -0.866 0.318 1.144  -0.342
5 C -0.986 1.167 -0.152  -0.223
6 C 0.314 -1.077 -0.320  0.183
7 C 1.085 -1.040 -1.396  -0.027
8 H -1.355 2.957 0.852  0.364
9 H -0.192 0.565 1.969  0.358
10 H 2.855 -0.623 -2.154  0.382
11 H 0.476 -1.352 -2.254  0.325
12 H -1.779 0.139 1.635  0.371
13 H -0.374 -1.906 1.217  0.348

Its total energy is -360.79588 a.u. As for the net charge: +1. The lowest unoccupied orbital energy comes out at -4.35 eV. The calculation puts the maximum force at 0.0631 hartree/bohr. The energy above the lowest of the compared OMol25 structures with the same formula, charge and spin comes out at 4.845 eV. As for the gap between HOMO and LUMO: 8.55 eV.



Density functional theory data (ωB97M-V with the def2-TZVPD basis set) for the ion C12H23Br2F4N4O with charge +1.

Each line ends with the Mulliken charge.
Positions of all 46 atoms, in Å:
1 Br -4.873 2.538 0.559  -0.086
2 Br -4.991 -0.104 2.755  -0.037
3 F 1.571 -1.530 2.265  -0.361
4 F -5.541 0.633 -1.195  -0.240
5 F -6.060 -1.369 0.652  -0.310
6 F -7.000 0.946 0.375  -0.204
7 O -0.875 0.300 -1.537  -0.483
8 N 3.188 1.572 -1.038  -0.470
9 N 4.211 -0.520 -1.193  -0.485
10 N 0.768 0.006 0.035  0.794
11 N 2.805 0.321 -2.946  -0.679
12 C -5.123 -0.406 0.850  0.334
13 C 3.585 -0.305 1.905  -1.263
14 C -1.486 -0.622 -0.632  0.223
15 C 0.005 1.040 -0.784  -0.706
16 C 2.110 -0.238 2.239  0.173
17 C -5.696 0.845 0.126  0.524
18 C -2.660 0.017 0.120  -0.451
19 C 1.199 0.608 1.354  -1.184
20 C -3.818 -0.959 0.292  -1.326
21 C 1.840 -0.634 -0.829  -1.621
22 C 2.998 0.216 -1.505  0.525
23 C -0.312 -1.053 0.271  -1.167
24 H 4.167 -0.356 2.823  0.358
25 H -3.532 -1.757 0.982  0.497
26 H 0.263 0.801 1.876  0.617
27 H 4.238 -1.430 -1.646  0.280
28 H 2.845 -0.583 -3.404  0.298
29 H 4.997 0.023 -1.538  0.334
30 H 1.254 -1.089 -1.626  0.516
31 H 1.668 1.575 1.174  0.778
32 H 1.916 0.747 -3.192  0.255
33 H -2.968 0.892 -0.452  0.391
34 H -2.341 0.361 1.109  0.314
35 H -0.574 -1.090 1.322  0.520
36 H 3.809 -1.192 1.314  0.381
37 H 0.682 1.588 -1.429  0.437
38 H -0.479 1.713 -0.065  0.371
39 H 3.918 0.562 1.333  0.306
40 H 1.975 0.178 3.241  0.439
41 H -1.827 -1.459 -1.242  0.826
42 H -4.066 -1.431 -0.662  0.401
43 H 2.277 -1.425 -0.224  0.585
44 H 2.971 2.279 -1.725  0.355
45 H 0.097 -2.024 0.009  0.196
46 H 2.864 1.813 -0.117  0.047

Its total energy is -6312.54406 a.u. As for the structure (SMILES): C[C@H](F)C[N@+]1(CC(N)(N)N)CO[C@H](CC[C@@](F)(Br)C(F)(F)Br)C1. As for the net charge: +1. The lowest unoccupied orbital energy comes out at -2.54 eV. The calculation puts the maximum force at 0.0063 hartree/bohr. As for the gap between HOMO and LUMO: 10.49 eV.